Record 1
Here is a structure of composition C41H41BF3MnN9O4SSe in a non-equilibrium geometry from the OMol25 dataset. Energies are from ωB97M-V with the def2-TZVPD basis set.

Values from the calculation:
charge = +1
calculated total energy = -6655.6398 a.u.
spin multiplicity = 3
gap between HOMO and LUMO (spin up / spin down) = 5.1 / 5.8 eV

Each line ends with the Mulliken charge.
Positions of all 102 atoms, in Å:
1 Mn -0.75430 -0.31824 -1.31411  0.401
2 C 5.55837 -1.40814 0.47859  -1.193
3 C 4.27137 -2.15245 0.66482  0.659
4 C 4.03542 -3.35896 1.27472  -1.333
5 C 2.64246 -3.57217 1.15216  0.508
6 N 2.07588 -2.56310 0.51472  -0.731
7 N 3.07640 -1.69463 0.21389  0.914
8 B 2.66688 -0.36561 -0.46620  -1.081
9 N 2.04810 -0.73660 -1.84379  0.143
10 N 0.80545 -1.25858 -1.86126  1.467
11 C 0.68039 -2.03974 -2.94057  -0.036
12 C 1.85968 -2.00103 -3.66266  -1.164
13 C 2.71038 -1.18138 -2.92521  0.542
14 C 4.13198 -0.82887 -3.19125  -1.608
15 C -0.59505 -2.70908 -3.11716  0.347
16 C -1.03840 -3.17795 -4.34775  -0.710
17 C -2.29317 -3.74892 -4.44845  -0.716
18 C -3.11526 -3.85286 -3.32755  -0.595
19 C -2.67483 -3.40095 -2.09468  -0.719
20 C -1.40830 -2.84650 -1.99011  0.270
21 N 1.53897 0.24979 0.42324  -0.217
22 N 0.22954 -0.12525 0.39345  1.848
23 C -0.30892 0.13448 1.59590  -0.002
24 C 0.67488 0.67739 2.41056  -1.088
25 C 1.81837 0.73366 1.64355  0.090
26 C 3.17971 1.18495 2.04881  -1.406
27 C -1.70229 -0.14469 1.95926  0.759
28 C -2.10655 -0.05216 3.28606  -0.869
29 C -3.41908 -0.31387 3.64298  -0.847
30 C -4.35361 -0.67505 2.67939  -0.702
31 C -3.96429 -0.76622 1.35164  -0.967
32 C -2.65058 -0.49977 1.01502  0.636
33 C 1.81289 -4.69427 1.65061  0.490
34 C 0.42418 -4.66270 1.50428  -0.089
35 C -0.35681 -5.72257 1.93581  -0.646
36 C 0.23546 -6.82698 2.53582  -0.458
37 C 1.60928 -6.85209 2.71546  -0.753
38 C 2.39283 -5.79235 2.27467  -0.553
39 H 6.36272 -1.94261 0.98010  0.395
40 H 5.50711 -0.39982 0.89432  0.206
41 H 5.82214 -1.31392 -0.57658  0.140
42 H 4.77308 -3.99345 1.74100  0.471
43 H 3.60326 0.37853 -0.58118  0.017
44 H 2.09062 -2.52376 -4.57626  0.601
45 H 4.34425 -0.95325 -4.25101  0.480
46 H 4.80254 -1.48515 -2.63185  0.153
47 H 4.34543 0.19850 -2.89984  0.271
48 H -0.41712 -3.05957 -5.22722  0.430
49 H -2.64323 -4.10333 -5.40896  0.430
50 H -4.09493 -4.30425 -3.41625  0.437
51 H -3.29812 -3.50695 -1.21660  0.585
52 H -1.00384 -2.61876 -0.99687  0.405
53 H 0.57713 1.00343 3.43281  0.630
54 H 3.10779 1.76117 2.96968  0.523
55 H 3.64723 1.80086 1.27917  0.283
56 H 3.82799 0.32418 2.23568  0.137
57 H -1.38994 0.21719 4.05141  0.388
58 H -3.71665 -0.23623 4.68127  0.462
59 H -5.37602 -0.89268 2.96104  0.434
60 H -4.67847 -1.03426 0.58266  0.511
61 H -2.38368 -0.55016 -0.02674  0.407
62 H -0.02069 -3.78413 1.05583  0.355
63 H -1.43239 -5.68974 1.80688  0.407
64 H -0.37023 -7.66369 2.86130  0.388
65 H 2.07575 -7.70144 3.19871  0.395
66 H 3.46707 -5.82159 2.41793  0.327
67 C -4.30879 5.20511 1.52308  -0.898
68 N -3.29294 5.27484 2.56204  0.230
69 C -3.36607 6.07498 3.69334  -0.509
70 C -2.23456 5.88238 4.38639  -0.537
71 N -1.47370 4.96596 3.67327  0.293
72 C -0.16247 4.49028 4.07484  -0.588
73 C -2.12090 4.59441 2.54139  0.059
74 Se -1.54942 3.40429 1.24366  -0.606
75 H -5.28330 5.39128 1.96848  0.326
76 H -4.28656 4.21454 1.07941  0.316
77 H -4.11502 5.94396 0.74656  0.281
78 H -4.21633 6.70007 3.90266  0.453
79 H -1.89981 6.30199 5.31915  0.477
80 H -0.20421 4.10013 5.09067  0.367
81 H 0.56524 5.29961 4.03078  0.314
82 H 0.13214 3.70363 3.38524  -0.077
83 F -3.48644 1.90384 -5.08321  -0.216
84 C -2.71326 1.97644 -4.01911  0.567
85 F -1.73013 2.84070 -4.26196  -0.210
86 F -3.42377 2.40713 -2.98049  -0.213
87 S -1.98678 0.30021 -3.66541  1.082
88 O -2.51097 -0.54880 -4.67637  -0.510
89 O -2.44986 -0.03275 -2.26873  -0.577
90 O -0.54407 0.49839 -3.60140  -0.560
91 O -0.71750 1.75172 -1.18365  0.108
92 N 0.04363 2.70248 -1.70950  0.562
93 C -0.51321 3.91007 -1.88954  -0.321
94 C 0.24632 4.96109 -2.35186  -1.029
95 C 1.58989 4.77225 -2.63037  -0.655
96 C 2.13276 3.50782 -2.45481  -0.867
97 C 1.33787 2.48305 -2.00057  0.314
98 H -1.55603 3.98006 -1.63064  0.725
99 H -0.22959 5.92146 -2.49187  0.498
100 H 2.20172 5.59327 -2.97847  0.464
101 H 3.17339 3.30536 -2.66989  0.526
102 H 1.68650 1.47709 -1.84820  0.153

---

Record 2
Here is a structure of composition C41H41N5OS4SbTeTi in a non-equilibrium geometry from the OMol25 dataset. Energies are from ωB97M-V with the def2-TZVPD basis set.

Values from the calculation:
calculated total energy = -4886.4337 a.u.
spin multiplicity = 2
gap between HOMO and LUMO (spin up / spin down) = 6.1 / 3.8 eV

Each line ends with the Mulliken charge.
Positions of all 95 atoms, in Å:
1 Ti -0.31213 -2.80979 0.31028  -0.129
2 C -0.14675 -5.66975 1.06146  -1.163
3 N 0.74114 -4.78690 0.33445  0.918
4 C 0.87715 -5.18584 -1.11751  -0.744
5 C 1.67183 -4.20568 -1.93760  0.530
6 C 2.01834 -4.39078 -3.26651  -0.812
7 C 2.67482 -3.38291 -3.97712  -0.557
8 C 2.99622 -2.21916 -3.21964  -0.554
9 C 2.66381 -2.14063 -1.88194  -0.639
10 N 1.96493 -3.10295 -1.26912  0.309
11 C 2.14220 -4.60937 0.95976  -1.551
12 C 2.24395 -3.32176 1.74376  0.768
13 C 3.37265 -3.08540 2.53825  -1.123
14 C 3.63646 -1.82385 3.04330  -0.333
15 C 2.81712 -0.75984 2.64401  -0.896
16 C 1.64352 -1.04719 1.93503  -0.437
17 N 1.35040 -2.32199 1.56147  0.843
18 C -1.57504 -5.49650 0.60848  0.757
19 C -2.63166 -6.31916 1.09962  -1.247
20 C -3.97164 -6.13147 0.63481  -0.564
21 C -4.18083 -5.09329 -0.27607  -1.227
22 C -3.09758 -4.17811 -0.70882  -0.690
23 N -1.81028 -4.37805 -0.12809  1.061
24 H -0.08127 -5.38417 2.14982  0.382
25 H 0.28667 -6.67161 1.01047  0.550
26 H -0.22277 -5.34034 -1.44484  0.276
27 H 1.28212 -6.21452 -1.17310  0.515
28 H 1.73585 -5.33996 -3.78441  0.406
29 H 2.93939 -3.38001 -5.03267  0.419
30 H 3.46928 -1.38199 -3.68355  0.462
31 H 2.88114 -1.22651 -1.35024  0.512
32 H 2.82419 -4.51050 0.11807  0.369
33 H 2.46524 -5.46310 1.50778  0.710
34 H 4.10841 -3.86029 2.61377  0.474
35 H 4.55451 -1.60305 3.61186  0.396
36 H 3.02255 0.31401 2.85620  0.385
37 H 0.97166 -0.27815 1.60264  0.807
38 H -2.41606 -7.13656 1.76404  0.490
39 H -4.78351 -6.80377 0.89730  0.433
40 H -5.10053 -5.04143 -0.83771  0.475
41 H -3.37656 -3.10185 -0.58274  0.688
42 S -3.07710 -4.72966 -2.52545  -0.249
43 Sb -3.39190 -2.36935 -3.29245  0.571
44 S -2.15185 -0.60621 -1.81080  -0.274
45 S -0.21777 -1.21330 -1.50373  -0.011
46 S -2.17467 -2.50943 -5.23371  -0.450
47 C -1.44053 7.94417 -4.37128  -1.530
48 C -0.98622 6.93554 -3.37214  0.847
49 C -1.19722 6.96710 -1.98772  -0.849
50 C -0.68799 5.99418 -1.16026  0.842
51 C -0.87476 6.05870 0.34167  -1.407
52 C 0.02460 4.87695 -1.70207  -0.100
53 Te 0.11844 2.96123 -0.68193  0.376
54 N -1.32336 -1.71115 1.28112  -0.130
55 C -1.63386 -0.50371 1.80728  -0.305
56 O -1.04157 0.55030 1.47775  -0.264
57 C -2.71190 -0.48445 2.89496  0.336
58 C -2.94168 0.68915 3.63611  -0.281
59 C -4.09967 0.76900 4.35772  -0.432
60 C -5.05210 -0.27489 4.42984  -0.424
61 C -4.71421 -1.50461 3.81226  -0.619
62 C -3.54937 -1.60278 3.10334  -0.290
63 C 1.55066 3.29537 0.91497  -0.495
64 C 1.15049 3.25954 2.24842  -0.153
65 C 1.92137 3.58995 3.33871  -0.959
66 C 3.23424 3.96349 3.07761  -0.356
67 C 3.66951 4.06642 1.76279  -0.768
68 C 2.87769 3.71880 0.67553  1.355
69 C 3.38453 3.84425 -0.72776  -1.220
70 C 0.23295 4.83924 -3.10289  1.013
71 C 1.04249 3.78544 -3.78436  -1.676
72 C -0.13452 5.96008 -3.85610  -1.044
73 H -0.76582 8.82076 -4.30970  0.286
74 H -2.43323 8.29359 -4.22031  0.415
75 H -1.38164 7.55418 -5.40330  0.362
76 H -1.81651 7.76070 -1.56150  0.356
77 H -1.15399 7.08211 0.62525  0.400
78 H 0.03747 5.77813 0.87823  0.220
79 H -1.65492 5.36889 0.64325  0.317
80 H -2.19053 1.47446 3.45452  0.396
81 H -4.22654 1.59976 5.08410  0.308
82 H -5.94543 -0.01237 5.03492  0.330
83 H -5.39740 -2.36182 3.83099  0.370
84 H -3.16914 -2.56294 2.72048  0.327
85 H 0.12176 2.98532 2.34716  0.488
86 H 1.48839 3.71056 4.33898  0.405
87 H 3.92499 4.25211 3.88759  0.356
88 H 4.67028 4.42298 1.61955  0.373
89 H 4.45105 4.06733 -0.64658  0.421
90 H 2.81287 4.56962 -1.25510  0.236
91 H 3.25860 2.86985 -1.28463  0.097
92 H 1.60167 3.18527 -3.03481  0.155
93 H 1.76134 4.25695 -4.49714  0.364
94 H 0.37414 3.12856 -4.34197  0.365
95 H 0.17892 6.08086 -4.89234  0.326

---

Record 3
Here is a structure of composition C41H42As2Br2N3OSSr in a non-equilibrium geometry from the OMol25 dataset. Energies are from ωB97M-V with the def2-TZVPD basis set.

Values from the calculation:
charge = +1
calculated total energy = -11875.3844 a.u.
gap between HOMO and LUMO = 7.4 eV

Each line ends with the Mulliken charge.
Positions of all 93 atoms, in Å:
1 Sr -0.11940 0.71180 -0.51670  1.505
2 C 1.13170 -2.32320 1.42040  -0.370
3 C 2.51950 -1.68460 1.36220  -0.579
4 As 2.70650 -0.13310 0.11200  0.882
5 C 3.77130 1.23460 0.99990  0.496
6 C 4.17600 1.24670 2.32710  0.063
7 C 5.07010 2.21090 2.76930  -0.592
8 C 5.55330 3.16990 1.89560  -0.510
9 C 5.13030 3.18140 0.57490  -0.798
10 C 4.24630 2.21480 0.13070  -0.982
11 C 4.28610 -0.87510 -0.83490  0.143
12 C 5.39740 -1.16930 -0.04310  -0.343
13 C 6.51190 -1.77190 -0.59730  -0.651
14 C 6.52670 -2.09720 -1.94530  -0.661
15 C 5.43280 -1.79520 -2.73850  -0.537
16 C 4.31860 -1.17630 -2.18860  -0.399
17 As 0.72110 -4.07460 0.49400  -0.079
18 C 0.65190 -3.66730 -1.42270  -0.030
19 C 0.05990 -4.56860 -2.30350  -0.818
20 C -0.06520 -4.25110 -3.64590  -0.772
21 C 0.35520 -3.01700 -4.12020  -0.942
22 C 0.93930 -2.11430 -3.24900  -0.821
23 C 1.11830 -2.46450 -1.92170  1.764
24 C 2.51290 -4.87680 0.46220  0.077
25 C 3.46210 -4.52040 -0.48610  0.371
26 C 4.66580 -5.19610 -0.55820  -0.821
27 C 4.93480 -6.23840 0.31240  -0.600
28 C 4.00100 -6.58900 1.27260  -0.609
29 C 2.79630 -5.91310 1.34540  -0.652
30 H 0.35720 -1.59530 1.10210  -0.333
31 H 0.91130 -2.56990 2.47060  0.708
32 H 3.27790 -2.42680 1.07920  0.352
33 H 2.78400 -1.30740 2.35950  0.546
34 H 3.80000 0.50860 3.02970  0.294
35 H 5.39870 2.20780 3.79730  0.431
36 H 6.25720 3.91120 2.24260  0.392
37 H 5.49210 3.93600 -0.10740  0.484
38 H 3.90520 2.21490 -0.90460  0.515
39 H 5.39310 -0.91110 1.01270  0.428
40 H 7.36970 -1.99150 0.02050  0.431
41 H 7.39250 -2.58320 -2.37200  0.428
42 H 5.44230 -2.04380 -3.78940  0.438
43 H 3.47060 -0.92260 -2.81790  0.417
44 H -0.31160 -5.51960 -1.93270  0.443
45 H -0.50420 -4.96140 -4.33260  0.421
46 H 0.22550 -2.76170 -5.16240  0.411
47 H 1.27330 -1.13680 -3.59440  0.402
48 H 1.63180 -1.79080 -1.24510  -0.118
49 H 3.25390 -3.72240 -1.18900  0.388
50 H 5.38320 -4.92140 -1.31440  0.470
51 H 5.85950 -6.78950 0.22160  0.410
52 H 4.20160 -7.40390 1.95000  0.407
53 H 2.05360 -6.18670 2.08880  0.391
54 C -3.54120 0.32660 0.65770  -1.382
55 C -3.17710 1.73270 0.31600  0.812
56 C -4.17530 2.71600 0.20650  -0.949
57 C -3.82330 4.00330 -0.08610  -0.707
58 C -2.46610 4.33520 -0.26820  1.328
59 C -1.99560 5.63560 -0.53120  -0.164
60 Br -3.22480 7.09110 -0.65490  -0.210
61 C -0.65340 5.87660 -0.69760  -0.498
62 C 0.24640 4.82270 -0.63250  -0.194
63 Br 2.10030 5.11650 -0.90950  -0.128
64 C -0.12280 3.50040 -0.38110  1.013
65 O 0.74150 2.55320 -0.33870  -1.173
66 C -1.52330 3.27030 -0.18160  -0.089
67 N -1.91350 2.01520 0.10520  -1.157
68 H -4.41890 0.29530 1.30020  0.496
69 H -2.71010 -0.17540 1.15770  0.285
70 H -3.76770 -0.23110 -0.25200  0.228
71 H -5.20570 2.44160 0.36060  0.454
72 H -4.57680 4.77160 -0.16930  0.382
73 H -0.28890 6.87410 -0.88360  0.479
74 C -6.14210 -4.17960 -2.26580  -1.090
75 C -5.72470 -3.25070 -1.13060  -0.326
76 N -4.34380 -2.82440 -1.24120  -0.009
77 C -3.26230 -3.13220 -0.51540  0.096
78 S -1.87720 -2.18720 -0.71870  -0.169
79 N -3.16890 -4.12700 0.37090  0.078
80 C -3.96670 -5.32420 0.56820  -0.461
81 C -4.80330 -5.25490 1.84420  -1.099
82 H -7.19810 -4.41370 -2.16900  0.370
83 H -5.57770 -5.10820 -2.24880  0.256
84 H -5.98350 -3.70810 -3.23260  0.349
85 H -5.87400 -3.72520 -0.16310  0.007
86 H -6.35060 -2.35290 -1.16360  0.395
87 H -4.16430 -2.15830 -1.98090  0.313
88 H -2.27110 -4.13680 0.84630  0.047
89 H -3.26850 -6.16220 0.65000  0.398
90 H -4.59500 -5.49960 -0.30490  0.147
91 H -4.16350 -5.12020 2.71200  0.351
92 H -5.35560 -6.18140 1.96920  0.363
93 H -5.51390 -4.43230 1.81610  0.266

---

For the records above, the corresponding energy relative to the best compared isomer or geometry (same formula, charge and spin) values read 322.1, 187.7, 237.7 kJ/mol.